C20H31BaF3N3PS2Si as an isolated structure at a distorted geometry, computed with the ωB97M-V functional and the def2-TZVPD basis.

Its total energy is -73398.9120 eV. As for the energy relative to the best compared isomer or geometry (same formula, charge and spin): 25.1 kcal per mole. The HOMO-LUMO gap comes out at 6.22 eV. The LUMO energy comes out at -0.27 eV. The calculation puts the max |F| at 1.5 eV/Å. The value obtained for the HOMO energy is -0.2382 hartree.

Last column: Löwdin charge in e.
Cartesian coordinates (Å):
Ba  0.329  0.369  0.437  1.431
F  2.769  -0.247  6.788  0.114
C  2.551  0.315  5.577  -0.617
F  3.732  0.788  5.165  0.128
F  1.740  1.356  5.782  0.135
C  1.959  -0.689  4.611  -0.126
C  1.721  -1.971  5.055  0.003
C  1.155  -2.915  4.204  -0.054
C  0.836  -2.502  2.937  -0.164
N  1.062  -1.262  2.480  -0.162
C  1.639  -0.332  3.279  -0.751
S  1.967  1.254  2.616  0.389
H  1.978  -2.237  6.070  0.122
H  0.972  -3.932  4.520  0.106
H  0.381  -3.191  2.234  0.090
C  0.873  -2.009  -5.787  -0.084
N  -0.252  -1.738  -4.917  -0.061
C  -0.330  -0.713  -4.049  -0.952
N  0.711  0.146  -4.062  0.105
S  -1.649  -0.485  -3.031  0.587
H  0.715  -2.967  -6.273  0.089
H  1.803  -2.075  -5.217  0.086
H  0.980  -1.248  -6.564  0.089
H  -1.058  -2.339  -4.930  0.111
H  1.487  0.059  -4.692  0.087
H  0.626  0.977  -3.499  0.092
C  0.449  -4.508  -2.683  -0.285
P  0.473  -3.171  -1.427  0.867
C  -1.192  -3.412  -0.688  -0.296
C  1.534  -3.939  -0.141  -0.425
C  2.719  -3.297  0.210  -0.125
C  3.552  -3.813  1.197  -0.078
C  3.204  -4.986  1.846  -0.084
C  2.029  -5.647  1.502  -0.083
C  1.205  -5.127  0.516  -0.112
H  0.274  -5.480  -2.217  0.038
H  1.398  -4.539  -3.218  0.036
H  -0.349  -4.310  -3.398  0.026
H  -1.467  -4.464  -0.600  0.039
H  -1.923  -2.899  -1.314  0.002
H  -1.226  -2.966  0.310  0.028
H  2.991  -2.375  -0.291  0.091
H  4.462  -3.291  1.464  0.109
H  3.844  -5.386  2.622  0.107
H  1.755  -6.565  2.007  0.105
H  0.290  -5.652  0.263  0.099
C  -3.880  4.125  0.134  -0.207
Si  -2.908  2.521  0.239  0.267
C  -2.966  1.957  2.044  -0.204
C  -3.861  1.256  -0.775  -0.219
C  -1.189  2.607  -0.304  -0.529
H  -4.922  4.012  0.454  0.020
H  -3.880  4.495  -0.895  0.022
H  -3.415  4.891  0.762  0.022
H  -3.909  2.216  2.532  0.023
H  -2.159  2.423  2.619  0.025
H  -2.855  0.868  2.131  0.010
H  -4.935  1.288  -0.566  0.025
H  -3.515  0.235  -0.574  0.002
H  -3.719  1.441  -1.844  0.006
H  -0.660  3.412  0.235  -0.053
H  -1.127  2.822  -1.381  -0.064

Cartesian forces (eV/Å) of the 6 atoms listed first:
-0.820 0.107 -1.262
-0.019 -0.005 -0.019
-0.055 -0.184 -0.153
0.127 0.037 -0.017
-0.070 0.101 0.041
0.058 0.086 0.197


C20H31BeBrCl8N2O3 as an isolated structure at a distorted geometry, computed with the ωB97M-V functional and the def2-TZVPD basis.

Its total energy is -200984.2388 eV. The HOMO-LUMO gap comes out at 4.71 eV. The LUMO energy comes out at -2.57 eV. The calculation puts the max |F| at 2.9 eV/Å. The value obtained for the HOMO energy is -0.2676 hartree.

Last column: Löwdin charge in e.
Cartesian coordinates (Å):
C  1.482  0.828  2.933  -0.085
C  0.321  1.606  2.262  -0.356
C  -0.881  1.874  3.220  -0.087
C  0.795  2.938  1.536  -0.275
C  2.162  3.394  2.130  -0.076
C  1.127  2.582  0.053  -0.142
O  -0.063  2.424  -0.752  0.004
C  -0.205  1.295  -1.446  -0.247
C  -1.496  0.694  -1.441  0.037
C  -1.694  -0.422  -2.183  -0.147
N  -0.707  -0.985  -2.903  -0.049
C  0.510  -0.474  -2.931  -0.319
C  1.657  -1.090  -3.714  -0.165
C  1.619  -2.640  -3.789  -0.244
C  2.545  -3.082  -4.964  -0.563
Cl  4.214  -2.444  -4.663  0.546
C  0.782  0.687  -2.221  0.056
H  1.881  1.365  3.804  0.083
H  1.081  -0.121  3.325  0.060
H  2.292  0.562  2.234  0.075
H  -0.061  0.929  1.470  0.102
H  -1.788  1.647  2.640  0.034
H  -0.850  2.910  3.577  0.090
H  -0.861  1.147  4.056  0.035
H  0.044  3.736  1.603  0.143
H  2.150  3.397  3.227  0.083
H  2.959  2.707  1.798  0.079
H  2.454  4.380  1.729  0.084
H  1.645  3.475  -0.341  0.136
H  1.800  1.713  0.074  0.127
H  -2.313  1.126  -0.863  0.129
H  -2.670  -0.901  -2.234  0.140
H  -0.912  -1.812  -3.448  0.118
H  1.760  -0.620  -4.703  0.120
H  2.564  -0.828  -3.147  0.097
H  2.082  -3.048  -2.873  0.108
H  0.614  -3.070  -3.907  0.105
H  2.554  -4.177  -5.102  0.000
H  2.148  -2.565  -5.851  0.084
H  1.779  1.128  -2.271  0.142
C  -3.701  1.082  6.377  -1.423
Cl  -2.889  1.834  7.669  0.564
Cl  -3.897  2.002  4.922  0.920
Cl  -2.850  -0.357  5.789  0.655
H  -4.696  0.811  6.712  0.041
C  0.383  -2.295  0.935  -0.043
C  -0.501  -1.835  1.984  -0.261
N  -1.207  -1.479  2.816  0.165
H  1.358  -1.810  0.998  0.087
H  0.545  -3.371  0.998  0.092
H  -0.028  -2.081  -0.046  0.066
C  -4.777  3.152  0.416  -0.002
C  -4.208  2.601  1.721  -0.724
O  -3.306  3.231  2.274  -0.045
O  -4.733  1.489  2.135  -0.130
H  -4.282  4.079  0.140  0.080
H  -4.636  2.427  -0.387  0.072
H  -5.844  3.345  0.528  0.080
Be  -3.878  0.366  4.040  0.343
Br  -1.407  0.321  -5.118  -0.235
C  4.623  -6.829  -5.640  -1.536
Cl  4.662  -8.542  -6.059  0.531
Cl  3.592  -5.936  -6.761  0.553
Cl  4.068  -6.608  -3.977  0.523
H  5.629  -6.436  -5.718  0.016
Cl  -0.545  0.577  7.331  -0.454

Cartesian forces (eV/Å) of the 6 atoms listed first:
-0.566 -0.217 0.227
-0.103 0.182 -0.267
0.752 -1.153 -0.336
0.965 -1.621 -0.074
-0.214 0.268 -0.554
0.099 1.927 0.781


C20H31ClN4Pt as an isolated structure at a distorted geometry, computed with the ωB97M-V functional and the def2-TZVPD basis.

Its total energy is -42950.8599 eV. Its charge is +2. As for the energy relative to the best compared isomer or geometry (same formula, charge and spin): 0.0 kcal per mole. The HOMO-LUMO gap (spin up / spin down) comes out at 8.99 / 4.38 eV. As for the spin multiplicity: 5. As for the expectation value of S²: 6.022. The LUMO energy (spin up / spin down) comes out at -5.60 / -10.30 eV. The calculation puts the max |F| at 1.8 eV/Å. The value obtained for the HOMO energy (spin up / spin down) is -0.5363 / -0.5392 hartree.

Last column: Löwdin charge in e.
Cartesian coordinates (Å):
C  -0.063  -0.047  -5.934  -0.927
C  1.312  0.517  -6.313  -0.110
C  -0.292  -1.386  -6.644  -0.112
C  -1.161  0.948  -6.329  -0.113
Cl  -0.131  -0.313  -4.134  0.591
H  -0.255  -1.239  -7.728  0.098
H  -1.274  -1.799  -6.399  0.081
H  0.482  -2.112  -6.381  0.082
H  1.358  0.673  -7.396  0.098
H  2.114  -0.176  -6.046  0.081
H  1.492  1.482  -5.832  0.083
H  -1.134  1.114  -7.411  0.098
H  -1.014  1.915  -5.841  0.082
H  -2.152  0.562  -6.078  0.080
C  1.628  -1.879  1.078  -0.208
C  0.613  -2.700  0.343  -0.189
C  0.725  -2.345  -1.059  -0.039
H  0.131  -3.585  0.764  0.132
C  1.791  -1.428  -1.204  0.020
C  2.333  -1.109  0.067  -0.012
H  3.198  -0.476  0.255  0.134
H  2.004  -2.173  2.064  0.124
H  0.116  -2.750  -1.857  0.114
H  2.173  -1.082  -2.165  0.126
C  -2.746  0.496  0.273  -0.002
C  -2.414  -0.524  1.249  -0.198
C  -2.084  -1.763  0.453  -0.218
H  -2.784  -0.575  2.278  0.120
C  -2.161  -1.382  -0.952  -0.023
C  -2.604  -0.050  -1.026  0.032
H  -2.873  0.452  -1.959  0.144
H  -3.128  1.486  0.517  0.136
H  -2.132  -2.771  0.875  0.129
H  -1.936  -2.038  -1.786  0.116
Pt  -0.303  -0.940  1.186  1.207
C  -0.772  1.548  2.916  -0.161
N  0.142  0.319  2.820  -0.228
C  -0.007  -0.412  4.170  -0.144
N  0.340  0.451  5.295  -0.078
C  -0.524  1.645  5.304  -0.135
N  -0.404  2.412  4.041  -0.080
C  1.008  2.839  3.925  -0.133
N  1.920  1.675  3.890  -0.079
C  1.591  0.798  2.763  -0.171
C  1.734  0.919  5.149  -0.135
H  -1.813  1.233  3.092  0.115
H  -0.698  2.135  1.989  0.132
H  0.659  -1.291  4.186  0.130
H  -1.049  -0.748  4.300  0.131
H  -0.174  2.296  6.112  0.138
H  -1.572  1.356  5.455  0.139
H  1.143  3.457  3.024  0.140
H  1.243  3.404  4.842  0.140
H  2.276  -0.060  2.830  0.113
H  1.757  1.352  1.828  0.132
H  1.942  1.601  5.980  0.139
H  2.424  0.065  5.160  0.138

Cartesian forces (eV/Å) of the 6 atoms listed first:
0.039 0.233 -1.746
-0.026 -0.033 0.343
-0.012 -0.026 0.337
0.010 -0.051 0.345
-0.002 -0.066 0.426
0.019 0.107 0.169


C20H31FN8O2Ta as an isolated structure at a distorted geometry, computed with the ωB97M-V functional and the def2-TZVPD basis.

Its total energy is -41506.6872 eV. Its charge is +3. As for the energy relative to the best compared isomer or geometry (same formula, charge and spin): 23.5 kcal per mole. The HOMO-LUMO gap comes out at 7.20 eV. The LUMO energy comes out at -9.78 eV. The calculation puts the max |F| at 1.1 eV/Å. The value obtained for the HOMO energy is -0.6240 hartree.

Last column: Löwdin charge in e.
Cartesian coordinates (Å):
Ta  -0.058  -0.183  -0.609  1.877
C  0.077  -0.956  4.176  0.017
N  -1.239  -0.605  3.620  -0.098
C  -2.378  -0.473  4.545  0.015
C  -1.378  -0.487  2.309  -0.362
N  -0.386  -0.641  1.451  0.010
N  -2.653  -0.197  1.849  0.194
C  -3.088  -0.170  0.553  -0.428
N  -4.405  -0.179  0.385  0.241
N  -2.238  -0.112  -0.456  -0.029
H  0.048  -0.821  5.251  0.109
H  0.852  -0.296  3.783  0.096
H  0.326  -1.998  3.968  0.120
H  -2.000  -0.493  5.561  0.109
H  -3.078  -1.305  4.438  0.117
H  -2.886  0.484  4.413  0.109
H  0.458  -0.957  1.917  0.081
H  -3.373  -0.172  2.556  0.138
H  -5.054  -0.259  1.153  0.149
H  -4.818  -0.136  -0.534  0.148
H  -2.748  -0.106  -1.336  0.102
N  -0.588  2.019  -1.357  -0.068
C  -0.299  2.640  -2.691  -0.190
C  1.142  2.412  -3.142  -0.163
C  1.258  1.345  -4.222  -0.174
C  1.223  -0.073  -3.699  -0.179
N  -0.060  -0.409  -2.948  -0.043
H  -1.565  2.202  -1.137  0.094
H  -0.051  2.547  -0.668  0.074
H  -0.514  3.706  -2.626  0.134
H  -1.004  2.221  -3.409  0.116
H  1.768  2.150  -2.281  0.103
H  1.542  3.349  -3.526  0.132
H  2.201  1.461  -4.758  0.139
H  0.472  1.490  -4.969  0.131
H  2.062  -0.269  -3.036  0.107
H  1.306  -0.760  -4.541  0.138
H  -0.169  -1.417  -3.035  0.086
H  -0.828  -0.002  -3.479  0.107
O  3.975  0.403  -0.743  0.242
C  2.927  0.614  -0.258  -0.414
O  1.761  -0.075  -0.662  -0.271
C  2.562  1.607  0.789  -0.197
C  3.549  2.332  1.425  0.060
C  3.158  3.264  2.380  0.019
C  1.808  3.426  2.638  0.000
C  0.889  2.644  1.947  -0.113
N  1.248  1.740  1.035  0.026
H  4.588  2.167  1.171  0.148
H  3.897  3.848  2.913  0.139
H  1.461  4.153  3.359  0.131
H  -0.175  2.751  2.135  0.118
F  0.138  -6.370  -1.213  0.141
C  0.090  -5.055  -1.125  -0.254
C  -1.151  -4.432  -1.149  0.027
C  -1.202  -3.056  -1.046  -0.119
C  -0.026  -2.288  -0.921  -0.347
C  1.212  -2.965  -0.927  -0.093
C  1.272  -4.345  -1.019  0.036
H  -2.045  -5.033  -1.250  0.138
H  -2.178  -2.587  -1.061  0.082
H  2.145  -2.420  -0.865  0.099
H  2.216  -4.873  -1.020  0.142

Cartesian forces (eV/Å) of the 6 atoms listed first:
-0.634 -0.249 0.087
0.017 -0.022 0.009
0.030 0.041 0.033
-0.024 -0.046 -0.010
0.021 -0.160 0.061
-0.209 0.263 -0.232